Record 1
Molecular formula: C26H20ClIN6O7Y
Method: DFT, the ωB97M-V functional and the def2-TZVPD basis

The geometry in ORCA input format:
```
! wB97M-V def2-TZVPD RIJCOSX def2/J DEFGRID3
* xyz 1 1
Y -0.183 -0.544 0.440
O -0.805 4.228 1.275
C -2.128 4.179 1.518
C -2.740 5.382 1.926
C -4.091 5.446 2.172
C -4.870 4.307 1.984
C -4.273 3.084 1.710
C -2.860 2.975 1.426
C -2.264 1.646 1.151
O -1.081 1.504 0.697
N -3.027 0.603 1.455
N -2.505 -0.565 1.180
C -3.194 -1.706 1.183
C -2.555 -2.923 0.945
C -3.270 -4.151 0.780
C -2.557 -5.330 0.628
C -1.141 -5.283 0.758
C -0.559 -4.065 0.922
N -1.200 -2.907 0.904
H -0.461 5.126 1.417
H -2.045 6.196 2.074
H -4.492 6.352 2.558
H -5.958 4.364 2.157
H -4.854 2.150 1.677
H -4.293 -1.670 1.189
H -4.354 -4.122 0.765
H -3.053 -6.241 0.357
H -0.551 -6.219 0.704
H 0.531 -3.991 1.054
O 4.423 -0.719 4.115
C 4.927 -0.393 2.929
O 6.113 -0.333 2.631
C 3.949 -0.085 1.888
C 4.303 0.359 0.590
Cl 5.767 0.880 -0.076
N 3.172 0.426 -0.165
N 2.049 0.006 0.562
C 2.519 -0.302 1.817
C 1.523 -0.752 2.852
O 1.915 -0.917 4.031
O 0.283 -0.916 2.482
C 3.039 0.849 -1.521
C 2.211 1.966 -1.818
C 1.884 2.169 -3.169
C 2.451 1.349 -4.172
C 3.392 0.381 -3.844
C 3.746 0.173 -2.509
H 3.402 -0.786 4.172
H 1.739 2.544 -1.024
H 1.108 2.925 -3.438
H 2.111 1.400 -5.198
H 3.817 -0.248 -4.621
H 4.526 -0.566 -2.283
N -0.742 -0.867 -3.749
C -0.151 -1.686 -2.859
O -0.164 -1.423 -1.603
C 0.494 -2.897 -3.390
I 1.921 -2.478 -4.976
H -1.213 -0.004 -3.505
H -0.446 -0.918 -4.703
H -0.224 -3.545 -3.899
H 0.988 -3.417 -2.552
*
```

Values from the calculation:
Orbital gap (eV): 6.5
Molecular weight (g/mol): 779.74
LUMO level (eV): -3.91
HOMO (eV): -10.425

natural (NBO) population analysis, charges in e, atoms 1 to 8: 2.18, -0.67, 0.44, -0.32, -0.14, -0.26, -0.11, -0.26


Record 2
Molecular formula: C28H36O11
Method: DFT, the ωB97M-V functional and the def2-TZVPD basis

The geometry in ORCA input format:
```
! wB97M-V def2-TZVPD RIJCOSX def2/J DEFGRID3
* xyz 0 1
C 3.077 4.411 -0.542
O 1.773 3.839 -0.501
C 1.634 2.777 0.278
O 2.511 2.303 0.948
C 0.213 2.205 0.249
O -0.427 2.527 1.494
C -1.133 1.377 1.982
C -1.177 0.410 0.795
C -2.225 0.808 -0.267
C -2.136 2.313 -0.660
O -2.752 3.225 0.212
C -0.666 2.759 -0.889
O -0.161 2.359 -2.137
C -3.674 0.310 0.028
C -4.391 1.034 1.172
C -4.498 0.514 -1.262
C -5.638 -0.463 -1.411
O -6.086 -0.806 -2.474
C -6.113 -1.042 -0.089
O -7.233 -0.939 0.337
C -5.002 -1.808 0.601
C -5.104 -3.257 0.105
C -3.613 -1.211 0.307
C -2.659 -1.540 1.456
C -1.247 -1.080 1.115
O -0.849 -1.878 -0.001
C 0.109 -1.567 -0.872
O 0.443 -2.378 -1.692
C 0.650 -0.123 -0.938
O 2.064 -0.173 -1.064
C 2.671 -1.011 -0.194
O 2.022 -1.656 0.605
C 4.111 -0.981 -0.383
C 5.011 -1.749 0.249
C 4.649 -2.772 1.269
C 6.484 -1.647 -0.064
C 6.796 -2.542 -1.269
C 6.956 -0.217 -0.327
C 0.243 0.680 0.282
H 3.797 3.674 -0.901
H 3.375 4.740 0.456
H 3.017 5.255 -1.224
H -2.105 1.709 2.341
H -0.572 0.940 2.817
H -1.922 0.275 -1.178
H -2.669 2.433 -1.611
H -2.147 3.388 0.950
H -0.656 3.856 -0.805
H -0.494 2.952 -2.819
H -4.317 2.109 1.046
H -3.988 0.763 2.143
H -5.446 0.773 1.169
H -4.929 1.519 -1.268
H -3.881 0.419 -2.159
H -5.204 -1.795 1.677
H -4.318 -3.863 0.548
H -5.005 -3.297 -0.978
H -6.067 -3.680 0.379
H -3.215 -1.695 -0.592
H -2.975 -1.068 2.385
H -2.636 -2.619 1.610
H -0.556 -1.308 1.939
H 0.310 0.325 -1.876
H 4.420 -0.260 -1.123
H 3.596 -3.029 1.216
H 5.256 -3.666 1.141
H 4.852 -2.372 2.263
H 7.035 -2.033 0.800
H 6.505 -3.571 -1.073
H 7.862 -2.519 -1.487
H 6.253 -2.194 -2.144
H 8.043 -0.189 -0.355
H 6.587 0.150 -1.280
H 6.612 0.449 0.460
H 0.946 0.411 1.081
*
```

Values from the calculation:
Orbital gap (eV): 9.5
Molecular weight (g/mol): 548.59
LUMO level (eV): 0.36
HOMO (eV): -9.161
SMILES: COC(=O)[C@@]12OC[C@]34[C@H]([C@@H](O)[C@@H]1O)[C@@]1(C)CC(=O)C(=O)[C@@H](C)[C@@H]1C[C@H]3OC(=O)[C@H](OC(=O)/C=C(\C)C(C)C)[C@@H]24

natural (NBO) population analysis, charges in e, atoms 1 to 8: -0.26, -0.50, 0.80, -0.58, 0.16, -0.54, -0.08, -0.06


Record 3
Molecular formula: C28H43HfNPS3
Method: DFT, the ωB97M-V functional and the def2-TZVPD basis

The geometry in ORCA input format:
```
! wB97M-V def2-TZVPD RIJCOSX def2/J DEFGRID3
* xyz 3 1
Hf 0.454 0.816 0.287
C 4.127 1.917 -1.821
C 4.490 1.615 -0.373
S 3.138 1.117 0.768
C 2.845 2.555 1.862
C 2.282 3.796 1.193
S 0.612 3.539 0.464
C 0.750 4.043 -1.288
C 1.597 3.144 -2.192
S 3.363 3.525 -2.122
H 3.529 1.125 -2.275
H 5.063 1.952 -2.380
H 4.963 2.468 0.114
H 5.172 0.768 -0.316
H 3.789 2.786 2.356
H 2.188 2.182 2.657
H 2.919 4.132 0.379
H 2.180 4.598 1.923
H 1.115 5.070 -1.277
H -0.286 4.081 -1.629
H 1.269 3.267 -3.224
H 1.477 2.078 -1.955
C -2.462 0.783 3.034
C -3.236 1.176 1.770
C -4.614 0.510 1.734
P -2.192 0.801 0.316
C -2.515 1.907 -1.112
C -1.592 1.441 -2.247
C -3.970 2.023 -1.570
C -2.350 -0.923 -0.246
C -3.546 -1.486 -0.685
C -3.625 -2.829 -1.060
C -4.929 -3.441 -1.510
C -2.463 -3.597 -0.965
C -1.259 -3.050 -0.544
C -1.199 -1.713 -0.209
N 0.020 -1.049 0.140
C 1.262 -1.719 0.451
C 2.152 -2.059 -0.593
C 1.895 -1.683 -2.033
C 3.276 -2.785 -0.252
C 3.541 -3.162 1.073
C 4.766 -3.966 1.404
C 2.664 -2.754 2.083
C 1.526 -2.028 1.801
C 0.591 -1.582 2.901
H -3.032 1.072 3.919
H -1.491 1.286 3.101
H -2.309 -0.299 3.081
H -3.350 2.263 1.732
H -4.529 -0.575 1.801
H -5.195 0.768 0.849
H -5.179 0.852 2.603
H -2.189 2.890 -0.760
H -2.008 0.585 -2.777
H -0.591 1.071 -1.911
H -1.390 2.238 -2.963
H -4.340 1.076 -1.966
H -4.043 2.763 -2.369
H -4.623 2.353 -0.764
H -4.449 -0.887 -0.719
H -5.615 -2.688 -1.896
H -5.423 -3.944 -0.674
H -4.766 -4.189 -2.285
H -2.502 -4.651 -1.228
H -0.367 -3.666 -0.483
H 1.458 -0.686 -2.144
H 1.196 -2.373 -2.512
H 2.818 -1.694 -2.611
H 3.972 -3.083 -1.033
H 5.014 -4.658 0.601
H 4.637 -4.528 2.327
H 5.625 -3.303 1.540
H 2.884 -3.019 3.114
H 1.053 -1.687 3.880
H -0.341 -2.151 2.898
H 0.303 -0.524 2.816
*
```

Values from the calculation:
Orbital gap (eV): 5.9
Molecular weight (g/mol): 699.32
LUMO level (eV): -10.77
HOMO (eV): -16.650

Mulliken population analysis, charges in e, atoms 1 to 8: -0.67, -0.50, -0.89, 0.33, -1.28, -0.33, 0.02, -0.73


Record 4
Molecular formula: C41H48LiN5P2S
Method: DFT, the ωB97M-V functional and the def2-TZVPD basis

The geometry in ORCA input format:
```
! wB97M-V def2-TZVPD RIJCOSX def2/J DEFGRID3
* xyz 0 1
Li -0.091 0.009 0.456
C -1.103 -0.298 3.898
P -0.706 -1.832 2.957
C -1.055 -3.082 4.255
C -0.084 -3.755 4.990
C -0.446 -4.722 5.922
C -1.782 -5.022 6.133
C -2.760 -4.363 5.398
C -2.398 -3.412 4.458
C 1.126 -1.835 2.889
C 1.697 -2.424 1.757
C 3.074 -2.426 1.574
C 3.899 -1.829 2.517
C 3.345 -1.245 3.649
C 1.969 -1.250 3.834
C -1.110 0.946 3.055
C -0.819 2.221 3.498
C -1.054 3.090 2.404
C -1.471 2.295 1.360
C -1.956 2.736 0.010
P -1.211 1.692 -1.333
C -0.192 2.914 -2.250
C 1.079 3.162 -1.731
C 1.939 4.068 -2.335
C 1.551 4.714 -3.501
C 0.300 4.455 -4.044
C -0.569 3.569 -3.420
C -2.609 1.423 -2.484
C -3.650 2.328 -2.682
C -4.664 2.054 -3.589
C -4.647 0.870 -4.313
C -3.621 -0.044 -4.119
C -2.612 0.229 -3.206
N -1.472 0.961 1.717
H -0.445 -0.154 4.758
H -2.097 -0.488 4.322
H 0.963 -3.524 4.837
H 0.321 -5.238 6.485
H -2.063 -5.773 6.860
H -3.805 -4.602 5.548
H -3.164 -2.926 3.861
H 1.044 -2.856 1.006
H 3.501 -2.892 0.694
H 4.973 -1.823 2.376
H 3.986 -0.781 4.389
H 1.551 -0.790 4.721
H -0.504 2.490 4.496
H -0.958 4.166 2.385
H -1.735 3.793 -0.138
H -3.043 2.618 -0.051
H 1.393 2.614 -0.851
H 2.914 4.256 -1.903
H 2.221 5.412 -3.985
H -0.004 4.950 -4.958
H -1.541 3.379 -3.857
H -3.672 3.261 -2.130
H -5.467 2.766 -3.733
H -5.439 0.656 -5.020
H -3.613 -0.977 -4.668
H -1.838 -0.506 -3.014
C 4.690 1.659 -4.051
C 4.252 0.198 -4.084
N 3.629 -0.277 -2.858
C 4.508 -0.678 -1.774
C 4.673 0.384 -0.688
C 2.266 -0.257 -2.653
C 1.416 0.239 -3.793
N 1.662 -0.655 -1.596
H 5.067 1.958 -5.031
H 5.487 1.819 -3.323
H 3.853 2.307 -3.790
H 5.119 -0.437 -4.277
H 3.570 0.040 -4.916
H 5.479 -0.919 -2.209
H 4.131 -1.604 -1.331
H 5.168 1.272 -1.081
H 5.266 -0.004 0.142
H 3.696 0.679 -0.308
H 1.510 -0.410 -4.665
H 1.684 1.256 -4.086
H 0.382 0.229 -3.464
H 2.289 -0.961 -0.857
S -1.158 -1.944 -0.681
C -2.748 -1.972 -0.121
N -3.187 -1.011 0.723
C -4.442 -0.973 1.229
C -5.363 -1.917 0.910
C -4.965 -2.943 0.018
C -3.700 -2.967 -0.488
H -2.504 -0.265 1.054
H -4.642 -0.143 1.894
H -6.361 -1.874 1.317
H -5.671 -3.714 -0.264
H -3.373 -3.744 -1.163
N 1.569 0.955 1.331
H 1.034 1.346 2.112
H 2.061 1.738 0.917
H 2.281 0.364 1.752
*
```

Values from the calculation:
Orbital gap (eV): 7.5
Molecular weight (g/mol): 711.83
LUMO level (eV): 0.60
HOMO (eV): -6.887

Mulliken population analysis, charges in e, atoms 1 to 8: 1.02, -1.20, 0.63, 0.64, -0.44, -0.71, -0.50, -0.62


Record 5
Molecular formula: C25H44Cl4O18
Method: DFT, the ωB97M-V functional and the def2-TZVPD basis

The geometry in ORCA input format:
```
! wB97M-V def2-TZVPD RIJCOSX def2/J DEFGRID3
* xyz 0 1
C -0.421 -4.954 -4.041
C -0.253 -5.454 -2.641
O 1.158 -5.557 -2.306
C 1.573 -4.756 -1.331
O 0.912 -3.957 -0.724
O 2.881 -4.949 -1.185
C 3.559 -4.005 -0.336
H -0.420 -3.860 -4.035
H -1.467 -5.115 -4.324
H 0.280 -5.395 -4.741
H -0.647 -6.463 -2.512
H -0.742 -4.795 -1.927
H 3.214 -4.171 0.688
H 3.339 -2.984 -0.631
H 4.587 -4.351 -0.340
C 1.035 4.132 2.675
C 0.281 5.373 3.049
O 0.523 5.679 4.414
C -0.005 6.840 4.839
O -0.246 7.780 4.131
O -0.156 6.783 6.135
C -0.922 7.839 6.763
H 0.631 3.314 3.279
H 2.096 4.174 2.941
H 1.018 3.868 1.621
H -0.769 5.241 2.770
H 0.629 6.216 2.442
H -0.202 8.488 7.249
H -1.585 7.360 7.477
H -1.521 8.312 5.991
C 4.152 2.448 -0.027
C 5.505 3.053 0.206
O 5.884 2.901 1.583
C 6.950 2.232 1.916
O 7.822 1.863 1.161
O 6.995 2.032 3.242
C 8.276 1.646 3.755
H 3.424 2.812 0.711
H 4.164 1.368 0.108
H 3.607 2.775 -0.913
H 5.546 4.114 -0.021
H 6.220 2.540 -0.435
H 8.048 1.626 4.821
H 8.993 2.438 3.522
H 8.683 0.717 3.361
O -3.759 -1.978 -3.454
C -3.929 -2.796 -2.602
O -2.924 -3.461 -1.989
C -3.468 -4.505 -1.237
C -4.930 -4.091 -1.023
O -5.117 -3.206 -2.157
H -3.384 -5.507 -1.667
H -3.010 -4.653 -0.255
H -5.119 -3.575 -0.084
H -5.621 -4.922 -1.128
O 0.862 1.395 0.621
C 0.027 0.560 0.384
O 0.290 -0.632 -0.189
C -0.900 -1.253 -0.672
C -1.973 -0.246 -0.299
O -1.283 0.753 0.449
H -0.728 -1.341 -1.745
H -1.137 -2.203 -0.192
H -2.720 -0.622 0.405
H -2.464 0.137 -1.194
O -3.212 -1.915 2.970
C -2.217 -2.571 2.948
O -1.821 -3.291 1.894
C -0.617 -3.990 2.213
C -0.309 -3.553 3.671
O -1.458 -2.786 4.040
H -0.755 -5.062 2.111
H 0.177 -3.584 1.587
H 0.614 -2.981 3.698
H -0.195 -4.464 4.255
Cl -2.365 0.702 -3.846
C -1.919 -0.071 -5.408
C -0.413 0.010 -5.597
Cl -0.060 -0.040 -7.340
H -2.422 0.535 -6.159
H -2.336 -1.068 -5.521
H 0.091 -0.826 -5.116
H 0.001 0.926 -5.188
Cl -5.964 3.384 -5.105
C -5.654 2.289 -3.772
C -4.879 2.979 -2.685
Cl -4.625 1.836 -1.297
H -5.058 1.463 -4.160
H -6.578 1.866 -3.387
H -5.485 3.793 -2.286
H -3.885 3.372 -2.873
*
```

Values from the calculation:
Orbital gap (eV): 10.5
Molecular weight (g/mol): 774.42
LUMO level (eV): 0.10
HOMO (eV): -10.434
SMILES: CCOC(=O)OC.CCOC(=O)OC.CCOC(=O)OC.O=C1OCCO1.O=C1OCCO1.O=C1OCCO1.ClCCCl.ClCCCl

Mulliken population analysis, charges in e, atoms 1 to 8: -1.10, 0.33, -0.36, 0.69, -0.41, -0.39, -0.63, 0.16


> What is the molecular weight in the third record?

699.32 g/mol


> What is the formula in the third record?

C28H43HfNPS3